ORCA calculation (ωB97M-V/def2-TZVPD) on 13 unconnected molecules or ions with the total composition C21H68N6O13 at a distorted geometry.

Results
- Relative energy (zero: lowest compared OMol25 entry of this formula, charge and spin): 5.425 eV
- Calculated total energy: -58432.0532 eV
- LUMO energy: -0.91 eV
- Strongest force on any atom: 10.109 eV/Å

ORCA input file:
```
! wB97M-V def2-TZVPD RIJCOSX def2/J DEFGRID3
* xyz 0 1
C -3.17 0.75 0.61
O -3.93 -0.22 -0.09
H -3.30 0.46 1.65
H -3.56 1.71 0.47
H -2.09 0.74 0.40
H -4.46 0.23 -0.74
C 1.59 -0.05 -4.20
O 2.89 -0.23 -3.58
H 1.65 0.71 -4.95
H 0.92 0.26 -3.39
H 1.24 -1.02 -4.56
H 2.65 -0.82 -2.84
C 3.95 1.71 -1.73
O 3.67 2.33 -2.94
H 4.72 0.94 -1.80
H 3.06 1.37 -1.29
H 4.41 2.43 -1.07
H 3.66 1.63 -3.59
C 4.95 -0.61 2.08
O 4.01 -0.52 3.10
H 5.92 -0.62 2.54
H 4.89 0.26 1.39
H 4.76 -1.46 1.48
H 3.17 -0.58 2.69
C 1.34 -2.96 -1.82
O 1.95 -1.74 -1.50
H 0.27 -2.77 -1.50
H 1.77 -3.78 -1.33
H 1.33 -3.02 -2.88
H 1.42 -1.27 -0.84
C -1.18 0.19 3.45
O -0.57 0.71 4.61
H -1.09 0.92 2.62
H -2.23 0.01 3.65
H -0.76 -0.71 3.11
H 0.30 0.91 4.35
C -2.01 2.44 -1.86
O -0.96 1.67 -2.21
N -1.95 3.31 -0.88
N -3.02 2.64 -2.65
H -1.06 3.32 -0.32
H -2.81 3.89 -0.59
H -2.96 2.25 -3.59
H -3.78 3.33 -2.51
C 0.77 0.02 0.61
O 1.84 0.11 1.43
N 0.09 -1.09 0.48
N 0.42 0.94 -0.18
H 0.40 -1.90 1.10
H -0.68 -1.20 -0.18
H 0.74 1.92 0.02
H -0.32 0.91 -0.90
C 0.88 4.99 -2.33
O 1.81 5.90 -2.66
N -0.34 5.28 -1.91
N 1.18 3.75 -2.37
H -0.68 6.21 -2.27
H -1.06 4.64 -1.56
H 2.17 3.52 -2.67
H 0.54 2.96 -2.34
C -4.63 -3.51 3.34
C -4.09 -2.57 2.28
C -2.61 -2.87 1.96
O -4.73 -2.63 1.22
H -3.83 -3.94 3.93
H -5.11 -4.36 2.86
H -5.34 -3.12 4.11
H -4.11 -1.64 2.76
H -2.45 -3.89 1.68
H -2.05 -2.74 2.88
H -2.22 -2.18 1.29
H -4.68 -1.69 0.92
C 2.86 4.53 0.85
C 1.96 3.35 0.97
C 1.44 3.14 2.40
O 0.91 3.50 0.29
H 3.69 4.47 1.50
H 2.36 5.42 1.20
H 3.21 4.64 -0.16
H 2.57 2.45 0.72
H 2.21 2.80 3.04
H 0.67 2.35 2.56
H 1.16 4.09 2.83
H 1.25 3.79 -0.61
C 2.74 -3.38 1.62
C 1.47 -3.59 2.38
C 1.35 -2.62 3.47
O 0.45 -3.49 1.66
H 2.87 -4.22 0.96
H 3.56 -3.25 2.33
H 2.80 -2.65 0.84
H 1.45 -4.63 2.74
H 0.58 -2.84 4.20
H 1.44 -1.58 3.17
H 2.22 -2.79 4.10
H 0.38 -4.29 1.10
C -1.72 -1.97 -3.85
C -2.69 -1.79 -2.65
C -3.78 -2.86 -2.59
O -2.16 -1.69 -1.52
H -2.35 -2.11 -4.74
H -1.11 -2.89 -3.76
H -1.14 -1.06 -3.98
H -3.16 -0.78 -2.82
H -4.57 -2.63 -3.35
H -4.30 -2.83 -1.65
H -3.34 -3.87 -2.74
H -2.77 -1.23 -0.97
*
```

---

ORCA calculation (ωB97M-V/def2-TZVPD) on a molecular structure, C21H40Cl3N2O4PrSi at a distorted geometry.

Results
- Relative energy (zero: lowest compared OMol25 entry of this formula, charge and spin): 0.000 eV
- Calculated total energy: -93117.3748 eV
- LUMO energy (alpha / beta): 0.31 / 0.31 eV
- Strongest force on any atom: 2.100 eV/Å
- <S²>: 2.0016

ORCA input file:
```
! wB97M-V def2-TZVPD RIJCOSX def2/J DEFGRID3
* xyz 0 3
C 4.02 -0.96 -0.43
C 3.65 0.20 0.45
H 5.09 -0.95 -0.67
H 3.44 -0.94 -1.36
H 3.80 -1.91 0.08
C 4.39 1.31 0.56
C 5.60 1.61 -0.26
H 4.17 2.05 1.33
H 5.55 1.18 -1.27
H 6.53 1.25 0.21
H 5.72 2.70 -0.35
Pr -1.06 -0.02 -0.36
Cl -0.89 -2.09 1.61
Cl -2.00 0.67 -2.83
H -7.07 -0.80 0.84
H -6.73 -2.99 1.57
C -6.27 -0.81 0.10
C -5.95 -3.16 0.82
N -5.34 -1.88 0.46
H -5.75 0.15 0.07
C -4.03 -1.72 0.41
O -3.46 -0.64 0.11
H -5.18 -3.82 1.21
H -3.44 -2.62 0.68
H -6.73 -1.02 -0.88
H -6.42 -3.63 -0.06
H 1.81 1.27 -1.63
H 2.81 3.97 -0.71
C 1.20 2.01 -2.17
C 1.96 4.22 -1.35
N 0.94 3.17 -1.32
H 0.25 1.55 -2.50
C -0.18 3.32 -0.59
O -1.01 2.40 -0.39
H 1.52 5.17 -1.01
H -0.31 4.32 -0.16
H 1.74 2.34 -3.06
H 2.32 4.34 -2.38
O 1.30 0.11 0.17
C 2.28 0.07 1.12
C 1.79 2.41 1.93
C 2.11 1.10 2.26
H 1.61 2.64 0.88
C 1.76 3.40 2.90
H 2.22 -0.93 1.59
C 2.43 0.77 3.58
H 1.48 4.42 2.63
C 2.12 3.09 4.22
C 2.48 1.78 4.55
H 2.69 -0.27 3.81
H 2.12 3.87 4.98
H 2.79 1.53 5.57
Si -0.65 -3.35 -2.72
Cl 0.54 -1.75 -1.83
C -1.78 -2.62 -4.00
C -1.65 -4.17 -1.39
C 0.72 -4.43 -3.38
H -2.18 -1.66 -3.63
H -2.63 -3.29 -4.21
H -1.28 -2.42 -4.96
H 1.31 -3.91 -4.16
H 0.32 -5.36 -3.83
H 1.41 -4.72 -2.58
H -1.84 -3.51 -0.53
H -1.14 -5.06 -1.01
H -2.61 -4.50 -1.82
C -2.29 1.55 2.58
O -1.21 0.81 2.01
H -2.36 2.48 2.00
H -2.09 1.79 3.63
H -3.24 0.99 2.51
H -1.21 -0.13 2.36
*
```

---

ORCA calculation (ωB97M-V/def2-TZVPD) on a single C4H8S molecule at a distorted geometry.

Results
- Relative energy (zero: lowest compared OMol25 entry of this formula, charge and spin): 2.481 eV
- Calculated total energy: -15109.9047 eV
- LUMO energy: 0.04 eV
- Strongest force on any atom: 4.614 eV/Å
- SMILES: CCC(C)=S

ORCA input file:
```
! wB97M-V def2-TZVPD RIJCOSX def2/J DEFGRID3
* xyz 0 1
C 1.40 0.63 -0.21
C 0.74 -0.25 0.78
C -0.79 0.05 0.61
C -1.49 -0.54 -0.74
H 0.82 0.86 -1.17
H 2.60 0.30 -0.37
H 1.50 1.42 0.61
H 0.65 -1.38 0.67
H 1.14 0.16 1.69
H -0.79 -0.71 -1.65
H -2.07 -1.70 -0.66
H -2.35 -0.01 -1.13
S -1.36 1.17 1.56
*
```

---

ORCA calculation (ωB97M-V/def2-TZVPD) on a single C6H7N3O molecule at a distorted geometry.

Results
- Relative energy (zero: lowest compared OMol25 entry of this formula, charge and spin): 2.385 eV
- Calculated total energy: -12845.5387 eV
- LUMO energy (alpha / beta): 0.90 / -2.26 eV
- Strongest force on any atom: 6.804 eV/Å
- <S²>: 2.0234

ORCA input file:
```
! wB97M-V def2-TZVPD RIJCOSX def2/J DEFGRID3
* xyz 0 3
C 3.51 0.09 0.00
C 2.57 1.14 0.03
C 1.58 -0.82 -0.18
C 0.29 -1.47 -0.14
C -0.60 -0.46 -0.20
C -2.06 -0.49 -0.26
N 2.88 -1.07 -0.15
N 1.38 0.52 -0.14
N 0.04 0.78 -0.34
O -0.64 1.86 0.27
H 4.57 0.12 0.31
H 2.54 2.28 0.22
H 0.07 -2.54 0.04
H -2.39 0.17 0.57
H -2.54 -1.46 0.04
H -2.22 -0.11 -1.22
H -1.36 1.60 0.78
*
```

---

ORCA calculation (ωB97M-V/def2-TZVPD) on 2 unconnected molecules or ions with the total composition C3H5N at a distorted geometry.

Results
- Relative energy (zero: lowest compared OMol25 entry of this formula, charge and spin): 4.807 eV
- Calculated total energy: -4677.0499 eV
- LUMO energy: 1.07 eV
- Strongest force on any atom: 4.652 eV/Å

ORCA input file:
```
! wB97M-V def2-TZVPD RIJCOSX def2/J DEFGRID3
* xyz 0 1
C -2.06 0.68 0.14
C -1.99 -0.50 0.01
C 1.83 -0.85 0.29
N 1.45 0.22 -0.44
H -2.33 1.69 0.44
H 0.67 0.00 -1.10
H -2.03 -1.62 -0.03
H 2.66 -0.72 0.96
H 1.80 1.11 -0.27
*
```

---

ORCA calculation (ωB97M-V/def2-TZVPD) on 2 unconnected molecules or ions with the total composition C4H5N3O2 at a distorted geometry.

Results
- Relative energy (zero: lowest compared OMol25 entry of this formula, charge and spin): 7.189 eV
- Calculated total energy: -12788.6855 eV
- LUMO energy: -0.40 eV
- Strongest force on any atom: 1.720 eV/Å
- SMILES: CN(O)C#N.N=C=C=O

ORCA input file:
```
! wB97M-V def2-TZVPD RIJCOSX def2/J DEFGRID3
* xyz 0 1
C -2.65 -1.26 0.40
N -1.72 -0.49 -0.39
C 3.50 2.49 0.17
C 3.77 1.25 0.49
O -2.06 -0.43 -1.76
N 3.54 0.05 0.68
C -0.43 -0.55 -0.13
O 3.78 3.62 0.01
N 0.68 -0.49 0.14
H -2.34 0.48 -1.95
H 2.60 -0.32 0.53
H -2.73 -2.29 0.05
H -3.63 -0.78 0.34
H -2.30 -1.26 1.43
*
```

---

ORCA calculation (ωB97M-V/def2-TZVPD) on a molecular structure, C9H19ClSi at a distorted geometry.

Results
- Relative energy (zero: lowest compared OMol25 entry of this formula, charge and spin): 2.875 eV
- Calculated total energy: -30038.5042 eV
- LUMO energy: 0.50 eV
- Strongest force on any atom: 3.516 eV/Å

ORCA input file:
```
! wB97M-V def2-TZVPD RIJCOSX def2/J DEFGRID3
* xyz 0 1
C 2.42 -1.53 0.03
C 1.29 -1.21 -0.68
C -1.73 -1.82 2.48
C 2.48 1.22 -2.40
C 2.87 2.20 -0.13
C -4.31 -0.20 -0.12
C -2.48 -1.31 1.23
C 1.76 1.82 -1.08
C -3.36 -0.33 1.07
Si 0.61 0.41 -0.31
Cl -0.87 0.94 -1.65
H 2.71 -2.53 -0.09
H 2.86 -0.70 0.56
H 0.86 -2.05 -1.20
H -2.19 -2.73 3.02
H -1.50 -1.04 3.22
H -0.78 -2.40 2.13
H 3.19 1.99 -2.69
H 3.12 0.38 -2.02
H 1.67 0.89 -3.02
H 3.83 1.60 -0.19
H 2.44 2.18 0.93
H 3.24 3.21 -0.04
H -5.35 -0.12 0.32
H -4.05 0.70 -0.83
H -4.22 -1.06 -0.74
H 0.08 0.39 1.47
H -2.10 -1.90 0.39
H 1.16 2.64 -1.46
H -3.64 0.36 1.80
*
```

---

ORCA calculation (ωB97M-V/def2-TZVPD) on a molecular structure, C24H44BF4N3OPPdSb2.

Results
- Relative energy (zero: lowest compared OMol25 entry of this formula, charge and spin): 0.569 eV
- Calculated total energy: -69519.9230 eV
- LUMO energy: 2.53 eV
- Strongest force on any atom: 0.776 eV/Å

ORCA input file:
```
! wB97M-V def2-TZVPD RIJCOSX def2/J DEFGRID3
* xyz -1 1
Pd 0.24 -1.38 -0.09
C 5.05 -1.93 -1.24
Sb 2.93 -1.50 -0.98
C 3.01 0.29 -2.17
C 3.26 -0.38 0.88
C 3.76 -1.22 2.02
C 5.13 -1.43 2.13
C 5.69 -2.20 3.14
C 4.86 -2.76 4.10
C 3.49 -2.55 4.01
C 2.91 -1.80 2.99
C 1.42 -1.64 2.99
Sb 0.34 -3.15 1.80
C 1.12 -4.71 3.07
C -1.47 -2.90 2.93
H 5.38 -2.69 -0.54
H 5.64 -1.03 -1.10
H 5.20 -2.30 -2.26
H 3.99 0.76 -2.07
H 2.23 0.96 -1.82
H 2.83 0.05 -3.22
H 2.32 0.12 1.09
H 4.01 0.38 0.62
H 5.78 -0.98 1.39
H 6.76 -2.34 3.19
H 5.27 -3.36 4.91
H 2.84 -2.97 4.77
H 1.10 -0.68 2.58
H 1.03 -1.73 4.01
H 1.05 -4.37 4.10
H 2.16 -4.93 2.83
H 0.52 -5.62 2.95
H -1.36 -3.27 3.95
H -2.28 -3.40 2.41
H -1.69 -1.83 2.95
O 0.15 0.81 -0.66
P -1.06 1.55 -1.11
N -0.59 3.13 -1.37
C -1.48 4.10 -2.02
C -0.94 5.45 -1.56
C -0.50 5.16 -0.13
C 0.14 3.78 -0.26
N -2.23 1.57 0.08
C -3.68 1.69 -0.15
C -4.25 1.64 1.25
C -3.39 0.55 1.89
C -1.99 0.80 1.33
N -1.61 1.01 -2.55
C -2.92 1.20 -3.20
C -2.66 0.70 -4.61
C -1.78 -0.52 -4.35
C -0.85 -0.07 -3.23
H -2.52 3.99 -1.69
H -1.46 3.98 -3.10
H -1.69 6.24 -1.63
H -0.08 5.74 -2.17
H -1.37 5.10 0.52
H 0.19 5.90 0.28
H 0.08 3.19 0.65
H 1.20 3.85 -0.52
H -4.06 0.85 -0.73
H -3.92 2.62 -0.67
H -5.31 1.41 1.26
H -4.10 2.60 1.76
H -3.74 -0.43 1.57
H -3.40 0.58 2.98
H -1.47 -0.14 1.13
H -1.38 1.39 2.01
H -3.23 2.24 -3.16
H -3.68 0.57 -2.73
H -2.11 1.46 -5.18
H -3.58 0.47 -5.14
H -1.23 -0.85 -5.23
H -2.39 -1.35 -4.00
H 0.09 0.32 -3.61
H -0.64 -0.90 -2.54
F -4.24 -3.01 -1.68
B -3.01 -2.59 -1.15
F -1.96 -2.99 -1.99
F -2.84 -3.12 0.15
F -3.02 -1.17 -1.06
*
```

---

ORCA calculation (ωB97M-V/def2-TZVPD) on a single C2H2Cl2O molecule at a distorted geometry.

Results
- Relative energy (zero: lowest compared OMol25 entry of this formula, charge and spin): 1.295 eV
- Calculated total energy: -29197.1908 eV
- LUMO energy: 0.90 eV
- Strongest force on any atom: 4.772 eV/Å
- SMILES: Cl[C@@H]1O[C@H]1Cl

ORCA input file:
```
! wB97M-V def2-TZVPD RIJCOSX def2/J DEFGRID3
* xyz 0 1
C 0.58 0.06 0.50
C -0.49 -0.05 -0.51
O -0.02 -1.21 0.13
Cl 2.16 0.40 -0.01
Cl -2.09 0.45 0.10
H 0.38 0.35 1.44
H -0.53 0.00 -1.65
*
```

---

ORCA calculation (ωB97M-V/def2-TZVPD) on 3 unconnected molecules or ions with the total composition C2H11N2O2 at a distorted geometry.

Results
- Relative energy (zero: lowest compared OMol25 entry of this formula, charge and spin): 1.635 eV
- Calculated total energy: -9320.6714 eV
- LUMO energy: -3.23 eV
- Strongest force on any atom: 2.509 eV/Å

ORCA input file:
```
! wB97M-V def2-TZVPD RIJCOSX def2/J DEFGRID3
* xyz 1 1
C 0.51 -0.75 -0.34
C 0.00 -1.14 0.84
N -0.32 -0.08 1.84
N 1.16 0.45 -0.57
H 0.78 -1.54 -1.04
H -0.12 -2.13 1.23
H 0.55 0.20 2.31
H -1.04 -0.41 2.48
H -0.60 0.82 1.39
H 1.00 1.23 0.03
H 1.57 0.52 -1.48
H -1.38 2.62 0.40
H -1.89 3.02 1.81
O -1.19 2.52 1.36
H -0.39 -1.49 -3.22
H 0.87 -2.07 -3.93
O 0.50 -1.79 -3.09
*
```

---

ORCA calculation (ωB97M-V/def2-TZVPD) on a molecular structure, C30H72N2 at a distorted geometry.

Results
- Relative energy (zero: lowest compared OMol25 entry of this formula, charge and spin): 14.103 eV
- Calculated total energy: -35232.8262 eV
- LUMO energy: 0.72 eV
- Strongest force on any atom: 19.263 eV/Å

ORCA input file:
```
! wB97M-V def2-TZVPD RIJCOSX def2/J DEFGRID3
* xyz 0 1
C -2.81 1.70 -0.58
C -3.01 0.30 -0.08
N -2.24 -0.64 -0.88
C -0.76 -0.63 -0.85
C -0.13 -0.96 0.58
C -2.69 -2.05 -0.75
C -3.85 -2.37 -1.64
H -3.46 2.50 -0.35
H -3.05 1.92 -1.69
H -1.85 1.93 -0.27
H -4.10 0.22 -0.18
H -2.68 0.19 1.03
H -0.18 0.29 -1.11
H -0.28 -1.40 -1.67
H -0.36 -1.97 1.17
H -0.35 -0.16 1.30
H 0.93 -0.98 0.65
H -3.14 -1.95 0.35
H -1.80 -2.78 -0.77
H -3.35 -2.38 -2.65
H -4.79 -1.79 -1.63
H -3.99 -3.58 -1.65
C 2.49 3.38 -0.18
C 2.40 2.11 0.74
N 3.64 1.46 0.68
C 4.05 0.83 1.99
C 3.04 -0.18 2.46
C 4.04 0.61 -0.43
C 5.35 0.89 -1.09
H 3.35 4.13 0.10
H 1.49 3.82 -0.08
H 2.65 3.05 -1.32
H 1.69 1.43 0.32
H 1.99 2.36 1.77
H 3.90 1.59 2.67
H 4.95 0.28 1.86
H 2.82 -1.04 1.87
H 2.08 0.35 2.85
H 3.52 -0.63 3.33
H 3.45 1.11 -1.10
H 3.68 -0.45 -0.36
H 5.27 0.39 -2.10
H 6.29 0.44 -0.59
H 5.56 1.92 -1.24
C -1.19 2.06 3.63
C -1.00 3.24 4.63
C -2.08 3.04 5.71
C -2.20 4.17 6.71
C -3.52 4.15 7.60
C -3.71 3.01 8.53
H -2.18 1.88 3.27
H -0.94 1.06 4.11
H -0.56 2.33 2.69
H -1.34 4.17 3.89
H 0.05 3.37 4.93
H -1.80 2.25 6.19
H -3.05 2.95 5.30
H -2.45 5.09 6.08
H -1.25 4.12 7.36
H -4.44 4.23 6.93
H -3.33 4.89 8.21
H -4.63 3.13 9.21
H -2.89 2.95 9.35
H -3.68 2.06 8.11
C -2.66 2.26 -7.24
C -2.62 2.10 -5.76
C -1.43 1.05 -5.44
C -0.03 1.73 -5.80
C 1.18 0.86 -5.26
C 1.52 0.86 -3.81
H -1.88 2.99 -7.73
H -3.63 2.56 -7.44
H -2.56 1.26 -7.75
H -3.52 1.57 -5.35
H -2.35 3.08 -5.27
H -1.71 0.01 -5.97
H -1.23 0.84 -4.27
H 0.01 2.73 -5.20
H 0.13 1.90 -6.90
H 1.88 1.16 -5.73
H 1.08 -0.17 -5.57
H 2.30 0.25 -3.35
H 0.53 0.47 -3.26
H 1.90 1.80 -3.47
C 3.31 -7.87 -1.46
C 1.98 -7.09 -1.16
C 2.15 -5.57 -0.91
C 0.87 -4.90 -0.52
C 0.85 -3.46 -0.25
C -0.44 -3.03 0.63
H 3.21 -8.89 -1.73
H 3.96 -7.83 -0.58
H 3.74 -7.51 -2.44
H 1.52 -7.56 -0.17
H 1.29 -7.14 -1.95
H 2.60 -5.06 -1.82
H 2.84 -5.40 -0.25
H 0.55 -5.45 0.38
H 0.24 -5.11 -1.45
H 0.87 -2.99 -1.28
H 1.98 -3.25 0.32
H -0.37 -1.90 0.61
H -0.40 -3.27 1.47
H -1.24 -3.43 0.19
*
```